No. 1
Computed, not measured: the molecule C5H5NO2 at a distorted geometry, with ωB97M-V with the def2-TZVPD basis set.

```
13
Properties=species:S:1:pos:R:3:nbo_charge:R:1
O -2.336 -1.005 -0.206 -0.49
H -0.009 -1.361 1.550 0.28
C 1.156 -0.567 -0.132 0.56
N -0.100 1.260 0.803 -0.53
H 1.395 1.474 -1.048 0.25
H -1.168 1.520 -1.201 0.23
O 2.324 -0.966 -0.201 -0.52
C -0.683 0.895 -0.401 -0.20
C 0.742 0.871 -0.353 -0.19
C -1.256 -0.505 -0.175 0.62
C 0.036 -1.367 0.439 -0.63
H -0.032 2.187 0.922 0.37
H -0.067 -2.436 0.003 0.26
```

Calculated values
HOMO	-0.3460	Eh
charge	0
relative energy (zero: lowest compared OMol25 entry of this formula, charge and spin)	2.745	eV
orbital gap	10.02	eV

No. 2
Computed, not measured: a structure of composition C47H39ClCuO5P2S2 at a distorted geometry, with ωB97M-V with the def2-TZVPD basis set.

```
97
Properties=species:S:1:pos:R:3:mulliken_charge:R:1
C -0.760 3.441 2.412 -0.36
C 1.013 -0.985 3.421 0.38
H -4.523 -4.036 3.547 0.32
H -5.043 4.973 -5.106 0.43
C -1.580 -1.801 2.350 1.10
C 2.118 -0.519 -4.988 -0.57
H 1.573 1.841 -1.987 0.81
H -0.355 -0.758 5.085 0.43
H 2.418 1.262 -6.163 0.41
C 1.842 1.229 -2.831 -0.67
H -3.072 2.486 4.680 0.39
C 3.033 -1.257 5.363 -0.49
C 3.872 -5.037 -1.123 -0.42
C 5.258 1.481 1.324 -0.92
C -3.451 6.157 -3.197 -0.50
C 3.345 -1.487 4.044 -0.31
P -0.243 -0.624 2.147 0.74
C -2.380 1.938 -2.404 -0.79
H 4.495 0.409 3.006 0.66
H -0.339 -3.106 3.531 0.59
C -2.902 -1.507 1.925 -0.50
H -2.030 4.590 3.735 0.41
C -3.822 4.802 -3.335 0.62
C 1.914 -3.642 -0.968 0.04
S -1.786 -2.246 -1.992 -0.21
C 1.914 -0.159 -2.634 0.58
H 2.085 -1.159 -5.887 0.37
O -2.985 -4.406 -1.170 -0.24
C -2.090 1.133 -1.137 0.18
C 2.356 -1.289 3.099 -0.59
H 6.071 1.901 1.910 0.37
C 2.687 -2.488 -1.084 -0.45
H -3.426 4.272 -5.395 0.26
C -1.936 -3.911 -1.894 -0.08
H 1.976 -2.118 -3.486 0.53
C 2.063 1.726 -4.101 -0.82
H -1.570 2.682 -2.586 0.40
O -3.661 2.607 -2.343 -0.50
P 1.976 -0.838 -0.950 2.69
H -3.612 -5.980 -0.178 0.24
C -0.280 2.203 1.956 -0.56
C -0.856 1.010 2.518 0.72
C 4.048 -2.651 -1.387 -0.41
Cu -0.121 -0.871 -0.232 0.21
H -2.317 1.217 -3.216 0.32
C 2.226 0.862 -5.186 -0.67
H 4.618 -1.804 -1.640 0.60
C 3.451 -0.130 1.237 0.60
H 5.769 2.469 -0.521 0.38
H 2.044 2.807 -4.274 0.42
Cl -2.402 8.220 -1.839 -0.26
C 4.632 -3.919 -1.332 -0.78
H 0.401 2.180 1.112 0.25
O -3.008 0.904 -0.330 -0.68
H -0.335 4.342 1.951 0.39
C -1.940 1.148 3.451 -0.61
H 1.819 -5.784 -1.023 0.40
H -3.104 -0.681 1.220 0.42
H -3.340 -6.352 -1.937 0.25
H -2.468 0.301 3.845 0.42
H -2.195 -4.550 4.184 0.36
C 1.980 -1.058 -3.711 -0.74
H -3.226 3.717 -0.165 0.54
C 1.712 -0.930 5.723 -0.77
H 0.814 -3.525 -0.915 -0.33
C 4.403 0.567 1.954 -0.99
C -3.728 -3.355 3.208 -0.53
C -3.213 4.465 -0.957 -0.19
H 4.075 1.291 -1.828 0.47
C 0.692 -0.884 4.792 -0.40
C 4.129 1.067 -0.772 -0.25
C -2.425 -3.650 3.616 -0.69
H -2.758 6.305 0.145 0.42
C -3.985 -2.295 2.391 -0.88
C -1.736 3.594 3.409 -0.71
C 5.097 1.773 -0.009 -0.76
H 3.796 -1.289 6.130 0.41
H 4.344 -1.791 3.705 0.63
H -3.500 6.876 -4.018 0.39
H -4.995 -1.997 2.082 0.45
C -2.291 2.418 3.936 -0.66
O -0.844 0.769 -1.127 0.14
S -0.781 -4.911 -2.615 -0.37
C -1.341 -2.884 3.191 -0.69
H 1.475 -0.715 6.795 0.33
C -4.278 4.290 -4.669 -1.46
C -2.978 5.816 -0.807 -0.60
C -2.942 6.630 -1.960 0.31
H -1.930 -6.152 -0.819 0.35
O 2.763 -1.220 1.758 -0.22
H -4.685 3.257 -4.593 0.34
C 3.262 0.155 -0.154 -0.41
H 5.713 -4.003 -1.468 0.35
C -2.949 -5.833 -1.015 -0.75
C 2.475 -4.905 -0.987 -0.33
C -3.578 3.960 -2.230 -0.04
H 4.348 -6.050 -1.217 0.29
```

Calculated values
HOMO	-0.1418	Eh
charge	-1
relative energy (zero: lowest compared OMol25 entry of this formula, charge and spin)	1.202	eV
orbital gap	6.05	eV

No. 3
Computed, not measured: the molecule C4H7NO at a distorted geometry, with ωB97M-V with the def2-TZVPD basis set.

```
13
Properties=species:S:1:pos:R:3:nbo_charge:R:1
H 1.564 -0.059 -1.310 0.20
H -2.013 0.191 -0.095 0.26
C -1.251 -1.628 0.308 0.22
H 2.287 0.823 0.125 0.20
H -0.972 -0.451 -1.324 0.26
C -1.027 -0.278 -0.241 -0.60
C 0.091 0.614 0.221 -0.10
H 0.702 2.528 -0.215 0.35
H -0.878 -2.800 1.433 0.52
N 0.436 1.683 -0.713 -0.59
C 1.399 0.611 -0.467 -0.26
O -0.471 -1.928 1.334 -0.65
H 0.103 0.841 1.287 0.20
```

Calculated values
HOMO	-0.3099	Eh
charge	0
relative energy (zero: lowest compared OMol25 entry of this formula, charge and spin)	4.449	eV
orbital gap	9.35	eV

No. 4
Computed, not measured: the ion C8H11N4 with charge +1 at a distorted geometry, with ωB97M-V with the def2-TZVPD basis set.

```
23
Properties=species:S:1:pos:R:3:nbo_charge:R:1
N 1.944 -2.203 0.665 -0.29
H -1.124 1.575 -3.618 0.27
H -0.630 2.497 -2.257 0.26
H 3.423 1.439 1.214 0.34
C -1.987 -1.019 -0.238 -0.58
H -1.219 0.517 1.376 0.25
N -1.635 0.909 -1.869 -0.21
C 2.494 -0.992 0.959 -0.02
H -3.208 -1.122 -0.010 0.31
C -1.200 -0.613 1.044 -0.41
H 0.551 2.005 1.142 0.18
H 3.564 -0.994 0.961 0.25
C -1.482 2.054 -2.671 -0.44
C 1.384 -0.164 1.120 -0.20
H -2.571 2.433 -2.608 0.28
C -1.830 0.002 -1.189 0.65
N 0.640 -2.186 0.624 -0.26
C 0.222 -0.974 0.926 0.08
N 2.536 1.901 1.302 -0.58
C 1.456 1.261 1.312 0.10
H 2.244 -3.124 0.362 0.44
H -1.859 -1.115 1.830 0.27
H -1.713 -2.087 -0.378 0.34
```

Calculated values
HOMO	-0.4577	Eh
charge	+1
relative energy (zero: lowest compared OMol25 entry of this formula, charge and spin)	3.598	eV
orbital gap	9.06	eV